1.
{"formula": "C7H8AuCl2O4Ru", "method": "ωB97M-V/def2-TZVPD", "species": ["Au", "Ru", "Cl", "Cl", "C", "C", "C", "O", "O", "O", "C", "C", "C", "O", "C", "H", "H", "H", "H", "H", "H", "H", "H"], "positions_angstrom": [[-3.9197, -1.1266, -0.8453], [0.4864, -1.0296, 1.5259], [-2.5683, -0.0828, -2.3187], [0.2424, -2.1009, 3.4316], [-0.3554, 0.4338, 2.0507], [-5.7432, -1.3082, -1.6550], [-5.1548, -2.0491, 0.3513], [-0.9043, 1.4467, 2.3994], [-6.7046, -1.3283, -2.2836], [-6.0575, -2.5341, 0.8945], [3.3052, 0.9410, 0.2670], [2.4457, 1.7448, -0.7577], [1.1591, 0.9300, -0.9184], [1.3205, -0.3256, -0.2040], [2.6761, -0.4516, 0.3443], [4.3562, 0.8809, -0.0537], [3.2781, 1.4146, 1.2615], [2.9571, 1.8184, -1.7036], [2.2268, 2.7415, -0.4066], [0.2634, 1.4205, -0.5148], [0.9423, 0.5925, -1.9568], [3.1746, -1.1687, -0.2796], [2.5739, -0.8592, 1.3720]], "atomic_forces_ev_per_a": [[0.9, 0.2, 0.1], [3.8, -7.3, -1.9], [0.7, 0.6, -0.8], [0.2, -0.6, 0.5], [-7.9, 14.2, 4.9], [-6.3, 0.6, -5.6], [-4.9, -3.8, 5.6], [3.5, -6.5, -2.1], [4.0, 0.0, 2.9], [4.5, 2.4, -2.7], [-0.1, 0.3, 0.6], [-0.1, -1.0, 0.3], [-0.6, 0.6, -1.5], [0.5, -0.4, 0.2], [0.6, 1.3, -1.5], [-0.3, -0.1, 0.2], [0.1, 0.0, -0.4], [0.2, 0.0, -0.3], [0.0, 0.2, 0.1], [0.2, 0.0, 0.0], [0.3, 0.5, 0.6], [0.4, -0.8, 0.0], [0.4, -0.3, 0.6]], "energy_ev": -46836.9050, "charge": 4, "lumo_ev": [-15.99, -20.50], "multiplicity": 8, "e_above_lowest_ev": 0.999, "s2": 15.7858, "homo_lumo_gap_ev": [6.93, 3.48], "homo_energy_ha": [-0.8425, -0.8814]}

---

2.
{"formula": "C31H33MgN5OS2", "method": "ωB97M-V/def2-TZVPD", "species": ["Mg", "C", "N", "C", "C", "N", "C", "C", "C", "C", "C", "C", "C", "S", "C", "C", "C", "C", "C", "C", "S", "H", "H", "H", "H", "H", "H", "H", "H", "H", "H", "H", "H", "H", "H", "H", "H", "H", "H", "N", "C", "C", "C", "C", "C", "C", "N", "C", "C", "C", "C", "N", "C", "C", "H", "H", "H", "H", "H", "H", "H", "H", "H", "C", "O", "C", "C", "H", "H", "H", "H", "H", "H"], "positions_angstrom": [[-0.7182, -0.7860, 0.5169], [-2.7539, 2.3428, -1.9790], [-2.8866, 1.6611, -0.7165], [-2.6334, 2.4307, 0.4684], [-1.1493, 2.6915, 0.7163], [-0.2315, 1.5347, 0.5562], [0.5041, 1.5898, -0.7084], [0.5917, 1.4460, 1.7465], [1.8562, 2.0143, 1.8021], [2.5937, 1.9890, 2.9777], [2.0431, 1.3981, 4.1059], [0.7877, 0.8165, 4.0462], [0.0290, 0.8050, 2.8709], [-1.5291, -0.0201, 2.7975], [-3.9724, 0.7379, -0.6500], [-5.2326, 1.1630, -0.2407], [-6.2967, 0.2756, -0.1650], [-6.0842, -1.0530, -0.5197], [-4.8292, -1.4767, -0.9234], [-3.7388, -0.6019, -0.9880], [-2.1472, -1.1621, -1.4893], [-3.5801, 3.0537, -2.1637], [-2.7312, 1.6097, -2.7867], [-1.8164, 2.9026, -2.0116], [-3.0187, 1.8677, 1.3158], [-3.1314, 3.4216, 0.4631], [-1.0674, 3.0570, 1.7407], [-0.7770, 3.4961, 0.0673], [1.0028, 2.5569, -0.8655], [-0.1965, 1.4086, -1.5226], [1.2554, 0.7975, -0.7287], [2.2755, 2.4766, 0.9175], [3.5871, 2.4195, 3.0035], [2.6048, 1.3656, 5.0325], [0.3748, 0.3175, 4.9142], [-5.3755, 2.2039, 0.0311], [-7.2704, 0.6156, 0.1670], [-6.8986, -1.7669, -0.4684], [-4.6609, -2.5159, -1.1776], [4.2837, -5.2968, -4.0063], [4.4657, -6.3575, -4.8647], [5.5688, -6.8448, -5.5227], [5.4017, -7.9684, -6.3605], [4.1474, -8.5437, -6.5007], [3.0251, -8.0470, -5.8267], [3.1642, -6.9382, -4.9846], [2.2543, -6.2917, -4.2242], [2.9308, -5.2842, -3.5843], [2.4590, -4.3677, -2.6856], [1.0669, -4.3105, -2.2420], [0.6995, -3.5463, -1.2047], [1.6321, -2.7953, -0.4589], [2.8371, -2.5312, -1.1137], [3.2577, -3.2622, -2.1602], [5.0140, -4.7757, -3.5616], [6.5425, -6.3783, -5.4078], [6.2527, -8.3773, -6.8932], [4.0338, -9.4065, -7.1504], [2.0534, -8.5129, -5.9439], [0.3143, -4.8697, -2.7828], [-0.3279, -3.4564, -0.8780], [3.4104, -1.6855, -0.7628], [4.1789, -2.9488, -2.6444], [1.3393, -3.9922, 2.0994], [0.5187, -2.9446, 1.6258], [1.1479, -2.0065, 0.6820], [2.3447, -1.3792, 1.3828], [2.0563, -3.6407, 2.8529], [1.8871, -4.4693, 1.2807], [0.6808, -4.7278, 2.5647], [3.1829, -2.0807, 1.4989], [2.0338, -1.0438, 2.3720], [2.7220, -0.5048, 0.8507]], "atomic_forces_ev_per_a": [[-0.2, -0.1, 0.1], [-0.1, 0.0, 0.0], [0.0, -0.1, 0.0], [0.0, 0.0, 0.0], [-0.1, 0.0, -0.1], [0.2, -0.1, 0.3], [0.0, 0.0, 0.0], [0.0, 0.0, -0.1], [0.0, 0.0, 0.1], [0.0, 0.0, 0.0], [0.0, 0.0, 0.0], [0.0, -0.1, 0.0], [-0.1, 0.0, 0.0], [0.2, 0.1, -0.1], [0.1, 0.3, 0.0], [-0.1, -0.1, 0.0], [0.1, 0.0, 0.0], [0.0, 0.1, 0.0], [0.0, -0.1, 0.0], [0.1, 0.1, 0.0], [0.0, -0.2, 0.1], [0.0, 0.0, 0.0], [0.0, 0.0, 0.0], [0.0, 0.0, 0.0], [0.0, 0.0, 0.0], [0.0, 0.0, 0.0], [0.0, 0.0, 0.0], [0.0, 0.0, 0.0], [0.0, 0.0, 0.0], [0.0, 0.0, 0.0], [0.0, 0.0, 0.0], [0.0, 0.0, 0.0], [0.0, 0.0, 0.0], [0.0, 0.0, 0.0], [0.0, 0.0, 0.0], [0.0, 0.0, 0.0], [0.0, 0.0, 0.0], [0.0, 0.0, 0.0], [0.0, 0.0, 0.0], [0.0, 0.1, -0.1], [0.0, 0.0, 0.0], [0.0, 0.0, 0.0], [0.0, 0.0, 0.0], [0.0, 0.0, 0.0], [0.0, 0.0, 0.0], [0.0, 0.0, 0.0], [0.0, 0.1, 0.1], [0.0, -0.1, -0.1], [-0.1, 0.1, 0.1], [0.0, 0.0, 0.0], [0.0, 0.0, -0.1], [0.0, 0.1, 0.1], [0.0, 0.0, 0.0], [0.0, -0.1, 0.0], [0.0, 0.0, 0.0], [0.0, 0.0, 0.0], [0.0, 0.0, 0.0], [0.0, 0.0, 0.0], [0.0, 0.0, 0.0], [0.0, 0.0, 0.0], [0.0, 0.0, 0.0], [0.0, 0.0, 0.0], [0.0, 0.0, 0.0], [-0.1, 0.0, 0.0], [0.0, 0.0, -0.2], [-0.1, 0.1, -0.1], [0.0, 0.0, 0.0], [0.0, 0.0, 0.0], [0.0, 0.0, 0.0], [0.0, 0.0, 0.0], [0.0, 0.0, 0.0], [0.0, 0.0, 0.0], [0.0, 0.0, 0.0]], "energy_ev": -69297.5467, "charge": -2, "lumo_ev": 4.20, "e_above_lowest_ev": 0.000, "homo_lumo_gap_ev": 3.41, "homo_energy_ha": 0.0290}

---

3.
{"formula": "C27H31N4O5", "method": "ωB97M-V/def2-TZVPD", "species": ["C", "N", "C", "C", "C", "C", "C", "C", "C", "C", "O", "N", "C", "C", "O", "N", "C", "C", "O", "C", "C", "H", "H", "H", "H", "H", "H", "H", "H", "H", "H", "H", "H", "H", "H", "H", "H", "H", "C", "C", "O", "C", "C", "C", "N", "C", "C", "C", "C", "C", "C", "C", "O", "H", "H", "H", "H", "H", "H", "H", "H", "H", "H", "H", "H", "H", "H"], "positions_angstrom": [[1.7749, 2.2261, 5.5949], [0.6562, 2.8574, 4.9192], [-0.3172, 3.4544, 5.8178], [0.4808, 2.7909, 3.5300], [0.0545, 1.5856, 2.9013], [-0.2518, 1.5779, 1.5461], [-0.0572, 2.7128, 0.7109], [-0.4981, 2.7200, -0.6788], [-1.6880, 2.2053, -1.1300], [-1.8655, 1.9383, -2.5599], [-0.9686, 2.0478, -3.4084], [-3.1251, 1.4659, -2.9696], [-3.3379, 1.2092, -4.3815], [-4.2099, 1.2109, -2.1253], [-5.3188, 0.8678, -2.5440], [-3.9752, 1.3319, -0.7558], [-5.1255, 1.0532, 0.0828], [-2.7794, 1.8200, -0.2013], [-2.6926, 1.8794, 1.0354], [0.5719, 3.8340, 1.3157], [0.7363, 3.9180, 2.6960], [2.5665, 1.9893, 4.8726], [2.1741, 2.9193, 6.3510], [1.4759, 1.3029, 6.1176], [-1.0646, 4.0279, 5.2530], [-0.8359, 2.6853, 6.4189], [0.2026, 4.1245, 6.5205], [-0.1259, 0.6831, 3.4995], [-0.6307, 0.6622, 1.1006], [0.1730, 3.1539, -1.4170], [-4.3554, 0.8233, -4.4618], [-3.2308, 2.1491, -4.9373], [-2.6050, 0.4727, -4.7309], [-4.8270, 1.1691, 1.1224], [-5.9198, 1.7570, -0.1880], [-5.4785, 0.0366, -0.1181], [0.8342, 4.6820, 0.6697], [1.0731, 4.8556, 3.1724], [-1.5394, 4.4340, -5.6532], [-0.5100, 5.5012, -5.3988], [0.2482, 5.0137, -4.2362], [0.9935, 5.9638, -3.6845], [1.9273, 5.4539, -2.6119], [2.8488, 6.5259, -2.2043], [2.2319, 4.1753, -2.5934], [3.4266, 3.6457, -2.5374], [3.6629, 2.2838, -2.9459], [4.9522, 1.6779, -2.8825], [5.0988, 0.3395, -3.2522], [3.9959, -0.4029, -3.7200], [2.7266, 0.2041, -3.7946], [2.5573, 1.5516, -3.4394], [0.9788, 7.1383, -4.0528], [-1.9612, 4.5335, -6.6573], [-1.1176, 3.4300, -5.5215], [-2.3520, 4.5646, -4.9267], [0.1909, 5.6391, -6.2440], [-0.9632, 6.4754, -5.1475], [2.3256, 7.4869, -2.2287], [3.3177, 6.3857, -1.2261], [3.6440, 6.5373, -2.9710], [4.3165, 4.2495, -2.2750], [5.8102, 2.2710, -2.5146], [6.0827, -0.1498, -3.1664], [4.1267, -1.4502, -4.0268], [1.8544, -0.3609, -4.1167], [1.5878, 2.0495, -3.5025]], "atomic_forces_ev_per_a": [[-0.3, 0.0, -0.4], [0.3, 0.4, 0.9], [0.2, -0.1, -0.4], [-0.3, -0.1, -1.6], [0.1, 0.8, 0.1], [0.5, 0.3, -0.3], [0.6, -0.1, 1.7], [-0.5, -0.3, -0.2], [0.3, -0.2, 0.7], [1.3, 0.1, -1.9], [-1.7, -0.2, 1.6], [-0.4, 0.0, 0.8], [0.0, 0.0, -0.3], [-0.5, -0.1, -0.3], [1.4, 0.4, 0.6], [0.6, 0.4, -0.9], [-0.2, 0.0, 0.1], [0.0, -0.4, 2.0], [-0.7, 0.2, -2.1], [-0.8, 0.0, -0.8], [0.0, -0.6, 0.8], [-0.2, 0.0, 0.2], [0.1, -0.1, -0.1], [0.1, 0.0, 0.0], [0.2, -0.2, 0.2], [0.0, 0.2, -0.1], [-0.2, 0.0, -0.1], [0.2, 0.5, -0.2], [0.1, 0.2, 0.1], [0.1, 0.0, -0.2], [0.3, 0.1, -0.2], [0.0, -0.4, 0.0], [-0.2, 0.3, 0.0], [0.0, 0.0, -0.2], [0.0, -0.2, 0.2], [0.0, 0.2, 0.1], [-0.1, -0.3, 0.3], [-0.1, -0.6, -0.4], [-0.4, -0.1, 0.0], [0.6, -0.3, 0.7], [-1.3, 0.3, -1.7], [1.6, -0.2, 2.6], [-1.7, 1.4, -0.7], [0.9, 0.5, -0.1], [0.2, -0.9, -1.8], [0.6, 0.9, 1.0], [-0.2, -0.3, 0.1], [-0.6, 0.0, 0.0], [-0.1, -0.1, -0.2], [0.0, 0.1, 0.1], [0.4, 0.7, 0.2], [0.6, -1.2, 0.0], [-0.2, -0.4, -0.2], [0.0, 0.0, 0.0], [0.0, 0.3, -0.1], [0.1, -0.2, -0.1], [-0.3, 0.0, 0.4], [0.3, -0.4, -0.2], [0.3, -0.2, 0.0], [0.0, -0.2, 0.0], [0.3, 0.4, 0.3], [-0.3, -0.2, 0.0], [-0.6, -0.4, -0.2], [-0.5, 0.3, -0.1], [-0.1, 0.5, 0.2], [0.2, 0.0, -0.1], [0.3, -0.2, 0.0]], "energy_ev": -44700.3399, "charge": -1, "lumo_ev": 1.35, "homo_lumo_gap_ev": 3.71, "homo_energy_ha": -0.0869}

---

4.
{"formula": "C4H10OS", "method": "ωB97M-V/def2-TZVPD", "species": ["C", "S", "C", "C", "C", "O", "H", "H", "H", "H", "H", "H", "H", "H", "H", "H"], "positions_angstrom": [[-1.6524, 1.3958, 0.3616], [-1.6765, -0.2804, -0.5057], [-0.4795, -1.1749, 0.5624], [0.9728, -0.9422, 0.0638], [1.4760, 0.5311, 0.0258], [2.8541, 0.3893, -0.1962], [-1.9091, 1.3176, 1.4336], [-0.6924, 1.8770, 0.2953], [-2.4090, 2.0546, -0.1065], [-0.5656, -2.2303, 0.6459], [-0.6574, -0.7921, 1.6484], [1.1240, -1.3633, -0.9735], [1.7536, -1.6052, 0.6127], [0.9720, 1.1486, -0.7613], [1.2009, 0.8856, 1.0429], [3.2724, 1.2202, -0.2573]], "atomic_forces_ev_per_a": [[-0.8, -0.6, 0.0], [0.0, 0.7, 1.0], [1.2, 2.2, 1.4], [1.1, -0.9, -0.8], [-1.1, -1.5, 0.6], [-0.2, -1.0, 0.1], [0.0, -0.3, -0.5], [0.3, 0.1, -0.2], [0.4, -0.6, 0.1], [-0.9, -0.9, -0.4], [0.5, -0.5, -1.8], [-0.7, 0.5, 0.8], [-1.3, 1.4, -0.2], [0.4, -0.6, 0.6], [0.5, 0.5, -0.4], [0.7, 1.5, -0.1]], "smiles": "CSCCCO", "energy_ev": -17191.9490, "charge": 0, "lumo_ev": 0.83, "e_above_lowest_ev": 0.876, "homo_lumo_gap_ev": 9.51, "homo_energy_ha": -0.3186}

---

- Which formula does entry 2 have?
  C31H33MgN5OS2